40
Properties=species:S:1:pos:R:3:forces:R:3:mulliken_charge:R:1 method="wB97M-V/def2-TZVPD" fmax_ha_per_bohr=0.239 homo_energy_ha=-0.301 orbital_gap_ev=8.650 total_energy_ha=-1476.2247 de_lowest_kj_mol=667.5 charge=0 lumo_energy_ev=0.5
C 6.9324 -27.9055 -29.2447 1.3 5.9 0.4 -1.32
C 8.4054 -27.4222 -29.5992 -2.9 -0.5 0.5 2.89
O 8.3738 -26.0479 -29.2819 3.0 3.8 -0.3 -0.30
C 9.5473 -25.2791 -29.3921 0.6 -3.6 -0.5 0.24
O 10.6664 -25.7102 -29.7164 -4.1 2.1 0.6 -0.64
C 9.2921 -23.7975 -29.0810 -1.0 0.1 -1.1 0.86
F 9.5192 -23.1194 -30.2422 -0.2 -0.2 0.7 -0.27
F 8.0145 -23.6027 -28.7206 0.5 0.2 -0.1 -0.24
F 10.0774 -23.3019 -28.1521 0.4 -0.1 0.3 -0.23
H 6.6582 -27.6322 -28.2258 0.4 -0.4 0.4 0.33
H 6.7484 -28.9356 -29.5500 -1.0 4.7 1.7 0.23
H 6.1310 -27.4208 -29.8022 0.3 0.7 -0.6 0.53
H 8.6550 -27.6393 -30.6378 -0.3 0.7 -0.1 0.50
H 9.1678 -27.9307 -29.0091 -1.5 1.6 -0.5 -2.95
C 9.6514 -30.9620 -27.7862 -1.0 -0.4 0.2 -1.27
C 8.6048 -29.8308 -27.9238 0.6 -1.8 -0.6 2.08
O 8.6669 -28.9391 -26.8668 1.7 3.4 2.2 -0.34
C 9.6209 -27.9627 -26.8814 0.9 -1.7 -2.2 0.20
O 10.4807 -27.8220 -27.7804 -2.8 0.2 5.0 -0.55
C 9.5950 -27.0292 -25.6324 -1.3 0.3 -2.4 0.74
F 9.2274 -25.7836 -26.0994 0.1 -1.0 0.7 -0.23
F 8.7337 -27.4514 -24.7281 0.1 0.3 0.3 -0.23
F 10.7990 -26.9352 -25.1654 1.1 0.1 1.0 -0.24
H 9.4849 -31.7152 -28.5564 0.1 0.3 0.1 0.17
H 9.4126 -31.5258 -26.8844 0.3 0.2 0.4 0.44
H 10.7044 -30.6826 -27.8194 -0.2 0.3 0.1 0.25
H 7.5992 -30.2509 -27.9467 0.4 0.1 1.2 0.99
H 8.6584 -29.3288 -28.8898 0.5 -0.6 1.9 -1.90
C 12.1785 -27.8535 -29.4956 1.3 -0.5 -0.2 -1.46
C 10.9298 -28.5784 -29.8017 2.8 -0.1 -0.6 0.82
N 10.0101 -29.2173 -30.0280 2.4 0.7 -1.5 -0.31
H 12.6223 -28.2180 -28.5692 -0.5 -0.1 0.2 0.34
H 12.0528 -26.7741 -29.4098 0.1 -0.8 0.0 0.33
H 12.9866 -28.0614 -30.1969 -0.4 -0.1 -0.6 0.49
C 8.8854 -31.3296 -30.8069 0.2 -0.5 -1.2 -1.22
C 7.7919 -30.5861 -30.2136 -0.5 -0.7 -1.1 0.75
N 6.9338 -29.9851 -29.7294 -0.5 -11.6 -4.0 -0.53
H 8.6561 -31.5092 -31.8573 -0.4 -0.5 0.0 0.40
H 9.1355 -32.2460 -30.2723 -0.4 0.0 -0.3 0.34
H 9.7615 -30.6827 -30.8514 -0.3 -0.8 0.0 0.33

***

7
Properties=species:S:1:pos:R:3:forces:R:3:mulliken_charge:R:1 method="wB97M-V/def2-TZVPD" fmax_ha_per_bohr=0.111 homo_energy_ha=-0.368 orbital_gap_ev=7.882 total_energy_ha=-3248.6866 de_lowest_kj_mol=65.3 smiles="FC(F)(Br)C=S" charge=0 lumo_energy_ev=-2.1
F 0.9417 -1.0078 0.8453 0.0 -1.0 0.2 -0.17
C 0.3861 0.0597 0.3241 5.4 0.9 1.6 0.62
F 0.2059 0.9287 1.3086 -0.4 0.6 0.5 -0.18
Br 2.0411 0.9006 -0.7270 -1.5 -0.5 0.2 -0.17
C -0.7741 -0.1179 -0.3982 -3.3 -3.3 -2.3 -0.36
S -1.4961 -1.5144 -0.8378 1.0 1.0 0.3 -0.10
H -1.3046 0.7512 -0.5150 -1.1 2.3 -0.6 0.37

***

57
Properties=species:S:1:pos:R:3:forces:R:3:mulliken_charge:R:1 method="wB97M-V/def2-TZVPD" fmax_ha_per_bohr=0.108 homo_energy_ha=-0.405 orbital_gap_ev=1.313 total_energy_ha=-4323.0434 de_lowest_kj_mol=0.0 charge=+1 lumo_energy_ev=-9.7
O -3.6029 -2.4273 0.4298 -0.4 0.6 -1.1 -0.51
P -1.9917 -2.6943 0.0241 1.4 0.6 0.7 0.16
I -1.9354 -4.4709 -1.5468 -0.7 0.1 -0.6 0.22
N -1.3555 -1.2347 -0.8858 -1.1 0.0 0.0 0.27
C -1.9809 -0.5226 -1.7553 1.5 0.6 0.4 -0.26
S -0.9736 0.8086 -2.3494 2.4 -0.6 3.6 -0.27
C 0.4046 0.5622 -1.1875 -1.0 -0.9 0.3 0.65
C 0.0610 -0.8212 -0.6752 1.7 -2.1 -1.5 -0.55
H -4.1889 -2.9930 -0.1119 0.3 -0.5 0.0 0.41
H -3.0173 -0.7632 -2.0127 0.4 0.1 -0.2 0.45
H 1.2357 0.4474 -1.8637 0.6 0.4 0.1 0.16
H 0.5252 1.3339 -0.4215 -0.4 0.2 -0.4 -0.11
H 0.5812 -1.4840 -1.3795 -0.1 -0.3 -0.1 0.39
H 0.5028 -1.0992 0.2583 -0.4 0.4 0.8 0.07
F -1.2593 -0.7268 1.4242 -0.5 -1.9 0.8 -0.70
Al -0.4014 -2.8895 2.1556 0.2 1.5 0.7 0.61
O 2.3720 -0.5124 2.5024 0.0 -0.3 0.2 -0.50
P 1.9726 0.6561 3.3886 0.1 -0.9 -0.1 0.89
O 0.9825 0.2000 4.4701 -0.4 0.2 -0.2 -0.29
O 1.2689 1.6937 2.5577 -0.3 0.5 0.3 -0.05
O 3.2033 1.2619 4.0282 0.3 0.3 -0.3 -0.37
Cs -2.7376 1.2924 -4.1285 -3.5 1.3 -4.1 1.11
B 1.2872 3.6638 -0.2743 0.1 0.5 0.3 0.58
F 1.4283 4.7166 0.6100 -0.1 0.1 0.2 -0.34
F 0.0202 3.0053 -0.0134 -0.2 0.1 -0.1 -0.47
F 1.2835 4.1126 -1.5901 -0.3 -0.1 -0.4 -0.39
F 2.3095 2.7263 -0.0938 0.0 -0.4 0.0 -0.39
Al -5.3160 -0.8139 0.4917 0.1 0.2 0.5 0.91
O -3.9572 -3.9273 -4.8377 0.3 -0.4 0.7 -0.34
H -3.9065 -4.7974 -4.3331 -0.2 0.2 -0.3 0.41
O -0.6012 2.5351 6.0406 -0.1 -0.2 -0.1 -0.54
C 0.1814 3.4136 5.8031 0.0 0.1 0.3 0.49
O 1.2366 3.2398 5.0075 0.2 0.1 0.0 -0.20
C 2.0593 4.4294 4.9866 0.1 0.4 -0.1 -0.44
C 1.1244 5.5539 5.4099 -0.1 -0.1 0.1 -0.51
C 0.1660 4.8297 6.3618 0.2 0.3 -0.5 -0.43
H 2.8869 4.2860 5.6822 0.0 -0.1 0.1 0.27
H 2.4595 4.5707 3.9866 -0.1 -0.2 -0.1 0.33
H 1.6430 6.3975 5.8589 0.1 0.0 0.1 0.36
H 0.5729 5.9208 4.5448 0.0 0.0 0.0 0.26
H 0.5376 4.8046 7.3866 -0.1 -0.1 0.0 0.28
H -0.8367 5.2445 6.3381 -0.1 -0.1 0.2 0.30
C 4.0112 -1.9146 -4.0794 0.0 -0.1 0.0 -0.34
C 2.8652 -2.1281 -5.0485 0.0 -0.1 -0.1 -0.32
O 2.0254 -0.9878 -4.7835 0.1 -0.2 0.1 -0.30
C 2.8135 -0.0141 -4.2439 0.1 0.0 -0.1 0.66
O 2.4586 1.1033 -4.0633 -0.4 0.2 0.1 -0.50
O 4.0317 -0.4881 -3.9431 0.0 -0.2 0.0 -0.30
H 4.9614 -2.2800 -4.4551 0.1 0.2 0.0 0.31
H 3.8243 -2.3577 -3.0997 0.0 0.0 0.0 0.24
H 3.1846 -2.0930 -6.0896 0.0 0.1 0.0 0.29
H 2.3262 -3.0552 -4.8759 -0.2 0.1 0.1 0.29
F -3.8755 -6.3037 -3.3500 0.4 0.7 -0.1 -0.40
Al -5.3892 -7.1029 -3.1271 -0.3 -0.3 0.1 0.53
F -6.0165 -6.4505 -1.7062 0.1 0.4 0.2 -0.39
F -5.1166 -8.7316 -2.9889 0.2 -0.2 0.1 -0.34
F -6.3485 -6.7244 -4.4328 -0.1 0.3 -0.2 -0.35

***

41
Properties=species:S:1:pos:R:3:forces:R:3:mulliken_charge:R:1 method="wB97M-V/def2-TZVPD" fmax_ha_per_bohr=0.034 homo_energy_ha="-0.583 / -0.583" spin_multiplicity=3 orbital_gap_ev="9.531 / 6.987" total_energy_ha=-4603.4579 charge=+2 s2=2.014 lumo_energy_ev="-6.3 / -8.9"
Ni 0.9052 -0.0481 0.2649 0.1 0.1 -1.7 0.30
C 1.3326 3.4100 -2.5725 0.0 -0.2 0.0 -1.67
C 2.2185 2.2844 -2.0325 0.2 0.3 0.2 0.92
C 3.4024 2.0230 -2.9738 -0.1 -0.1 0.0 -1.46
C 1.4398 1.0162 -1.7526 -0.2 -0.1 0.1 0.50
C 0.0329 1.0126 -1.6341 0.2 -0.1 -0.1 -0.12
C -0.6913 -0.1818 -1.4963 0.1 -0.2 -0.1 -0.67
C -0.0489 -1.4333 -1.4639 0.0 0.2 -0.1 0.50
C -0.8266 -2.7113 -1.5025 0.0 -0.1 0.2 -1.31
C 1.3635 -1.4290 -1.4879 -0.1 0.0 -0.2 -0.72
C 2.0869 -0.2374 -1.6354 -0.1 0.0 -0.1 -0.54
H 1.9584 4.2513 -2.8599 0.0 0.0 0.0 0.41
H 0.6237 3.7802 -1.8310 0.0 0.0 0.0 0.40
H 0.7865 3.0790 -3.4589 0.0 0.1 0.0 0.42
H 2.6340 2.6243 -1.0744 0.0 0.0 0.0 0.19
H 3.0562 1.5740 -3.9071 0.1 0.0 0.0 0.39
H 4.1621 1.3784 -2.5331 0.0 0.0 0.0 0.40
H 3.8881 2.9676 -3.2060 0.0 0.0 0.0 0.42
H -0.5123 1.9394 -1.7411 0.0 0.0 0.1 0.49
H -1.7732 -0.1462 -1.5311 0.0 0.0 0.2 0.56
H -1.0526 -3.0798 -0.4992 0.0 0.0 0.0 0.21
H -0.2630 -3.4895 -2.0140 0.0 0.0 0.0 0.44
H -1.7743 -2.5698 -2.0189 0.0 0.0 0.0 0.42
H 1.8948 -2.3726 -1.4890 0.0 0.0 0.2 0.58
H 3.1628 -0.2952 -1.7235 0.0 0.0 0.1 0.36
C -1.9621 1.6509 2.9683 0.0 0.3 0.0 -0.83
N -2.0855 0.1985 2.9731 0.3 -0.2 0.0 0.16
C -3.2279 -0.5088 3.2400 -0.2 -0.3 0.0 -0.32
C -2.8983 -1.8250 3.2288 -0.3 0.2 0.1 -0.33
N -1.5571 -1.9060 2.9594 0.2 0.3 0.1 0.20
C -0.7570 -3.1241 2.9563 0.2 -0.3 0.0 -0.85
C -1.0696 -0.6646 2.8089 -0.4 0.0 -0.3 -0.05
Se 0.7173 -0.1938 2.4312 0.0 -0.1 1.4 -0.30
H -2.9508 2.0938 3.0401 0.0 -0.1 0.0 0.32
H -1.4832 1.9879 2.0518 0.0 -0.1 0.0 0.29
H -1.3697 1.9804 3.8200 0.0 -0.1 0.0 0.38
H -4.1804 -0.0392 3.4161 0.1 0.1 0.0 0.46
H -3.5177 -2.6887 3.3997 0.1 0.0 0.0 0.46
H -1.4148 -3.9865 3.0039 -0.1 0.1 0.0 0.32
H -0.0975 -3.1427 3.8225 0.0 0.1 0.0 0.38
H -0.1521 -3.1784 2.0536 -0.1 0.0 0.0 0.30

***

9
Properties=species:S:1:pos:R:3:forces:R:3:mulliken_charge:R:1 method="wB97M-V/def2-TZVPD" fmax_ha_per_bohr=0.101 homo_energy_ha=-0.607 orbital_gap_ev=10.645 total_energy_ha=-225.4050 de_lowest_kj_mol=530.6 charge=+1 lumo_energy_ev=-5.9
C 0.3240 0.7950 -0.4742 0.0 -0.8 -0.3 0.51
N 1.5747 0.5146 -0.8612 -0.5 -0.2 -2.4 -0.24
N -1.0504 -0.6908 0.6619 0.7 1.0 -5.0 -0.68
O 1.2498 1.3123 0.3136 -1.6 0.7 1.4 -0.17
H -0.6326 0.9713 -1.0303 1.1 0.4 1.0 0.36
H 2.0806 -0.3494 -0.7508 0.0 -0.6 0.8 0.31
H -0.7298 -0.8750 1.5339 1.1 -0.9 3.2 0.25
H -0.8572 -1.4427 -0.0481 -1.0 0.9 1.4 0.34
H -1.9592 -0.2354 0.6550 0.1 -0.5 -0.2 0.31

***

9
Properties=species:S:1:pos:R:3:forces:R:3:mulliken_charge:R:1 method="wB97M-V/def2-TZVPD" fmax_ha_per_bohr=0.085 homo_energy_ha=-0.017 orbital_gap_ev=7.590 total_energy_ha=-699.2158 de_lowest_kj_mol=131.0 charge=-2 lumo_energy_ev=7.1
C -2.0358 0.7263 1.2232 -0.4 -0.3 -0.6 -0.14
C 0.0151 0.4323 0.0801 -1.8 0.6 -3.9 -0.46
N -3.1879 0.8649 1.0651 0.6 0.0 0.3 -0.58
O 2.1008 -1.1872 0.6589 -0.4 0.5 0.3 -0.81
O 0.5366 -2.0987 -1.0814 -1.4 -0.8 -0.6 -0.79
O 1.5998 0.1968 -1.4685 -0.9 -0.1 1.4 -0.72
P 1.0978 -0.8923 -0.4382 3.0 -0.6 -0.5 0.87
H 0.3244 1.0594 0.8339 0.8 1.5 1.3 0.39
H -0.4508 0.8985 -0.8731 0.3 -0.7 2.3 0.25

***

58
Properties=species:S:1:pos:R:3:forces:R:3:mulliken_charge:R:1 method="wB97M-V/def2-TZVPD" fmax_ha_per_bohr=0.047 homo_energy_ha=-0.353 orbital_gap_ev=9.850 total_energy_ha=-3836.4267 de_lowest_kj_mol=0.0 smiles="O=C1OCCO1.CNC(C)=O.CNC(C)=O.ClCCCl.ClCCCl.ClCCCl" charge=0 lumo_energy_ev=0.2
O 5.9945 7.4991 -17.7973 -0.3 -0.5 -0.2 -0.54
C 5.7788 6.3350 -17.6298 -0.1 1.0 1.0 0.68
O 5.1702 5.8269 -16.5223 -0.1 0.4 -0.4 -0.33
C 4.9599 4.4256 -16.7373 1.0 0.0 0.8 -0.28
C 6.1081 4.1348 -17.7112 -1.0 -1.1 0.0 -0.32
O 6.1342 5.3485 -18.4469 0.7 -0.4 -0.8 -0.31
H 5.1106 3.9436 -15.7706 -0.2 -0.1 -0.1 0.27
H 3.9370 4.2763 -17.0850 0.2 -0.2 -0.4 0.27
H 5.9276 3.2590 -18.3365 -0.3 0.4 -0.4 0.29
H 7.0745 3.9070 -17.2549 -0.1 0.6 0.4 0.27
C 3.7389 5.4950 -23.6282 -1.4 -0.5 1.9 -0.89
N 3.2558 4.9850 -22.3028 0.8 0.2 -1.5 -0.20
C 2.9477 5.7347 -21.2246 -0.5 -0.9 1.3 0.57
C 3.2421 7.1971 -21.2512 0.7 1.1 -0.5 -0.56
O 2.3943 5.2002 -20.2639 0.3 0.4 -0.1 -0.70
H 3.6834 4.6431 -24.2976 0.5 0.1 -0.2 0.32
H 4.7312 5.9023 -23.4742 0.0 0.2 -0.6 0.27
H 2.9601 6.1953 -23.9273 0.6 0.4 -0.5 0.33
H 2.9266 4.0362 -22.3118 -0.1 0.0 0.4 0.27
H 3.7305 7.6520 -20.3889 -0.3 -0.8 0.5 -0.02
H 2.3013 7.7389 -21.3625 0.0 0.0 -0.2 0.27
H 3.9396 7.4868 -22.0403 -0.4 -0.1 -0.3 0.33
C -0.2542 12.0574 -15.2692 0.7 0.3 0.4 -0.56
N -0.0743 13.1604 -14.3307 -1.1 0.3 -0.2 -0.15
C -1.0928 14.0271 -14.0639 1.1 1.0 -0.3 0.69
C -0.7243 15.1823 -13.1370 -0.5 -0.2 0.2 -1.09
O -2.1821 13.9640 -14.5821 -0.6 -0.3 -0.2 -0.62
H -0.1425 11.1363 -14.7005 0.1 -0.3 -0.5 0.35
H 0.4846 12.1771 -16.0634 0.1 -0.5 0.0 0.01
H -1.2233 12.0896 -15.7569 -0.2 0.2 0.4 0.24
H 0.7575 13.2724 -13.7820 0.2 -0.3 -0.2 0.21
H -0.9344 14.8147 -12.1305 0.1 0.3 0.2 0.29
H -1.3755 16.0247 -13.3575 -0.2 -0.2 0.1 0.32
H 0.2898 15.5760 -13.1913 0.2 -0.5 -0.1 0.29
Cl 5.9997 14.0443 -17.4247 -0.7 0.0 0.1 -0.17
C 4.4907 13.9896 -16.4534 0.4 0.0 0.8 -0.19
C 4.2020 15.3365 -15.8331 0.2 0.8 0.0 -0.40
Cl 5.5408 15.9478 -14.7452 -0.8 -0.5 -0.4 -0.20
H 4.6275 13.2583 -15.6566 0.3 0.0 0.0 0.29
H 3.6225 13.6319 -17.0031 0.2 0.3 -0.6 0.10
H 3.2654 15.3378 -15.2769 0.2 -0.3 0.3 0.20
H 4.0832 16.1276 -16.5698 0.2 -0.2 -0.2 0.34
Cl -0.0085 12.7179 -20.4785 0.1 -0.5 0.3 -0.20
C -1.3667 11.9467 -19.5830 -0.5 2.0 0.2 -0.08
C -2.2166 13.0503 -18.9505 -0.1 -0.2 0.0 -0.52
Cl -3.0197 14.1270 -20.1271 -0.1 -0.3 0.0 -0.19
H -1.0344 11.3940 -18.7101 0.5 -0.6 -0.5 0.04
H -1.9623 11.4154 -20.3161 0.1 -0.4 0.2 0.36
H -1.6555 13.7234 -18.3079 0.3 -0.2 0.0 0.28
H -2.9591 12.5408 -18.3332 -0.3 0.3 -0.1 0.33
Cl 5.2690 10.8152 -18.2368 0.4 0.5 0.0 -0.17
C 3.7487 10.0875 -17.7596 -0.3 -0.9 0.1 -0.26
C 2.5599 10.9275 -18.2150 0.6 -0.7 -0.1 0.17
Cl 1.1393 9.8264 -18.3395 0.1 0.4 0.2 -0.25
H 3.7523 9.8762 -16.6911 0.0 0.3 0.0 0.38
H 3.7597 9.1025 -18.2235 -0.3 0.1 -0.2 0.10
H 2.7797 11.3277 -19.2003 -0.3 0.0 -0.1 0.38
H 2.3689 11.7402 -17.5212 -0.3 0.0 0.0 -0.33

***

24
Properties=species:S:1:pos:R:3:forces:R:3:mulliken_charge:R:1 method="wB97M-V/def2-TZVPD" fmax_ha_per_bohr=0.023 homo_energy_ha="-0.286 / -0.286" orbital_gap_ev="7.702 / 7.701" total_energy_ha=-405.5982 de_lowest_kj_mol=365.3 charge=0 lumo_energy_ev="-0.1 / -0.1"
C 0.2420 0.7199 0.5024 0.6 -0.1 0.0 2.29
C -0.7571 -0.3148 0.0799 -0.6 0.1 0.5 0.07
C -1.4385 -1.0504 1.1558 0.2 0.1 -0.1 -0.69
C 1.6087 -0.1770 0.5704 -0.4 0.4 -0.1 -0.70
C 0.4284 1.8384 -0.5482 -0.1 -0.3 0.1 -1.89
C -1.1096 -0.5779 -1.3422 -0.3 0.1 0.0 -1.54
C 2.1706 -0.8673 -0.6665 0.0 0.1 0.1 -1.16
N -2.3147 0.1148 1.3530 1.1 0.3 -0.1 -0.56
O 0.0020 1.2060 1.7248 -0.3 -0.2 0.2 -1.04
H -1.6675 0.8940 1.7775 -0.4 -0.5 -0.9 0.40
H -2.9956 0.2829 0.6235 0.1 0.2 0.2 0.27
H -1.9797 -1.9471 0.8615 0.1 0.0 0.0 0.42
H -0.8308 -1.1795 2.0472 -0.1 -0.1 0.0 0.24
H 1.4662 -0.8827 1.3892 0.0 0.0 0.0 0.32
H 2.3002 0.5841 0.9343 0.0 0.0 0.0 0.38
H 1.2142 2.4996 -0.1863 0.0 0.0 0.0 0.40
H -0.4945 2.4177 -0.6091 0.0 0.0 0.0 0.38
H 0.6892 1.4842 -1.5474 0.0 0.0 0.0 0.37
H -0.1988 -0.7959 -1.9033 0.1 0.0 0.1 0.34
H -1.5401 0.3117 -1.8109 0.1 0.0 0.0 0.33
H -1.8007 -1.4135 -1.4561 0.0 0.0 0.0 0.41
H 3.1883 -1.2104 -0.4650 -0.1 0.0 0.0 0.38
H 2.2282 -0.1933 -1.5235 0.0 0.0 0.0 0.29
H 1.5895 -1.7435 -0.9608 0.0 0.0 0.0 0.28